Entry 1:
Entry from the OMol25 dataset: a structure of composition C14H39F9MgNO16S2 (ωB97M-V/def2-TZVPD).

Geometry as XYZ:
```
82
C14H39F9MgNO16S2, DFT ωB97M-V/def2-TZVPD
Mg -0.1556 -1.7942 0.4513
C -0.2415 -4.5466 -2.8231
F 1.0387 -4.4587 -3.2702
F -0.8930 -3.4057 -3.0968
F -0.8638 -5.6224 -3.2966
S -0.2602 -4.7191 -0.8338
O -0.9323 -6.0106 -0.6156
O 1.1233 -4.6357 -0.3749
N -1.0530 -3.2631 -0.2542
S -2.5871 -3.6594 -0.1720
O -3.3391 -2.3979 -0.1209
O -3.0405 -4.5660 -1.1693
C -2.7701 -4.5062 1.5332
F -1.7129 -4.2390 2.2738
F -3.9101 -4.0653 2.2095
F -2.9752 -5.7944 1.2545
F -0.1781 -0.1973 -0.6244
F 1.4663 -2.1137 1.4117
C -3.8058 3.6505 0.3581
C -2.3082 3.9912 0.7161
O -2.3264 3.6012 2.0490
C -3.4901 2.9827 2.4482
O -3.7467 2.5457 3.5857
O -4.3046 2.9605 1.4722
F -1.8983 5.2877 0.5385
H -3.9272 3.0253 -0.5265
H -4.4159 4.5488 0.2629
H -1.6461 3.3237 0.1645
C 4.6975 -0.3005 1.8559
O 3.6733 0.0439 0.9396
H 4.5457 0.1697 2.8275
H 4.6076 -1.3860 1.8973
H 5.7053 -0.1481 1.4696
H 2.9190 -0.5500 0.9358
C 0.3880 5.2666 -2.9210
O 0.6195 4.0012 -3.5460
H 1.2458 5.5376 -2.3055
H 0.3096 6.0153 -3.7094
H -0.5083 5.2652 -2.3007
H 0.6999 3.3154 -2.8790
C 2.6006 2.1222 -1.6694
O 1.2542 1.8191 -1.9509
H 2.6637 2.5770 -0.6808
H 3.2784 1.2715 -1.7407
H 2.8617 2.8838 -2.4043
H 0.9626 1.0529 -1.4513
C -3.4819 0.6320 -1.8153
O -2.3436 1.3688 -1.4110
H -4.0726 0.5335 -0.9045
H -4.0382 1.2043 -2.5576
H -3.2721 -0.4062 -2.0726
H -1.6425 0.7146 -1.3657
C -2.0733 0.0288 1.9830
O -1.3502 -1.2148 2.0165
H -3.1532 -0.1075 2.0397
H -1.8557 0.3724 2.9943
H -1.7361 0.7384 1.2274
H -1.5711 -1.5599 2.8847
C 3.8245 -2.7516 -1.1841
O 3.5789 -3.5194 0.0208
H 4.8666 -2.6951 -1.4986
H 3.2508 -3.1839 -2.0040
H 3.4022 -1.7613 -1.0139
H 2.8259 -3.1533 0.4905
C 1.4460 -0.4563 4.7328
O 1.9582 -1.7529 4.3993
H 1.9776 0.2878 4.1396
H 0.3814 -0.3680 4.5160
H 1.5559 -0.0434 5.7355
H 1.8912 -1.8561 3.4472
C 1.2589 2.5681 2.1394
O 2.6181 2.6484 2.0330
H 0.8691 3.4844 2.5829
H 0.7891 2.3911 1.1719
H 0.9015 1.6718 2.6464
H 2.9434 1.7597 1.8719
C -0.1457 -0.2766 -3.9744
O 1.1258 0.3242 -4.2403
H -0.7584 0.4000 -3.3786
H -0.7792 -0.6091 -4.7967
H -0.0833 -1.0991 -3.2619
H 1.5214 0.8076 -3.5114
```

**Gap between HOMO and LUMO**: 9.53 eV
**Maximum force**: 5.630 eV/Å
**M**: 736.9 g mol⁻¹
**E_tot**: -3710.776358 a.u.
**Highest occupied orbital energy**: -7.33 eV
**Total charge**: -1


Entry 2:
Entry from the OMol25 dataset: a structure of composition C20H15Br2ClN3O4S3Sm (ωB97M-V/def2-TZVPD).

Geometry as XYZ:
```
49
C20H15Br2ClN3O4S3Sm, DFT ωB97M-V/def2-TZVPD
Sm -1.1039 -0.0005 0.5611
O -0.4364 -4.8880 -0.3567
C -0.4244 -3.7238 -0.0109
O -1.0795 -2.7316 -0.7061
C 0.3192 -3.1840 1.1253
C 0.7028 -4.0303 2.1709
C 1.4648 -3.5198 3.1980
C 1.8748 -2.1898 3.1210
C 1.4138 -1.4052 2.0722
N 0.6351 -1.8681 1.0953
C 1.7670 0.0860 1.9953
O 2.8768 0.4327 2.3888
O 0.8573 0.8053 1.5011
H 0.3619 -5.0536 2.1408
H 1.7342 -4.1312 4.0470
H 2.5159 -1.7382 3.8629
C -2.2546 6.1735 -0.2213
C -2.2416 4.7787 0.3307
C -3.0772 4.3746 1.3655
C -3.0343 3.0626 1.7952
C -2.1638 2.1129 1.2123
Br -2.1067 -1.2665 2.8499
N -1.3495 2.5584 0.2207
C -1.3870 3.8192 -0.1872
H -2.8555 6.8320 0.4022
H -2.6709 6.1805 -1.2285
H -1.2442 6.5757 -0.2780
H -3.7594 5.0848 1.8269
H -3.6865 2.7417 2.6017
H -0.6971 4.0789 -0.9845
S -3.5218 0.8825 -3.6298
C -2.6833 0.3250 -2.3030
S -3.5155 -0.2948 -0.9408
S -0.9632 0.2700 -2.2897
Br 2.1380 -2.9754 -3.8268
C 2.8133 -1.6361 -2.6551
C 4.1819 -1.4598 -2.5328
C 4.6024 -0.4876 -1.6394
C 3.6550 0.2558 -0.9527
C 2.3101 0.0024 -1.1910
N 1.9070 -0.9478 -2.0155
H 4.8814 -2.0518 -3.1003
H 5.6594 -0.3159 -1.4849
H 3.9456 1.0039 -0.2322
H 1.5277 0.5836 -0.7149
Cl -3.2743 -3.8829 -1.6005
C -1.6885 -3.1280 -1.8939
H -1.8474 -2.2341 -2.4981
H -1.0792 -3.8759 -2.4103
```

**Gap between HOMO and LUMO (alpha / beta)**: 5.05 / 5.05 eV
**Maximum force**: 2.220 eV/Å
**2S+1**: 6
**M**: 803.2 g mol⁻¹
**Energy above the lowest of the compared OMol25 structures with the same formula, charge and spin**: 0.0 kcal/mol
**E_tot**: -8697.369660 a.u.
**Highest occupied orbital energy (alpha / beta)**: -1.04 / -1.05 eV
**Total charge**: -2


Entry 3:
Entry from the OMol25 dataset: a cluster of 2 separate species, C3H5N3O9 in total (ωB97M-V/def2-TZVPD).

Geometry as XYZ:
```
20
C3H5N3O9, DFT ωB97M-V/def2-TZVPD
C 0.1340 0.9764 -0.3099
C -0.6307 -0.1847 -0.8884
C -1.1416 -1.8759 1.3782
N 0.1219 -1.4843 1.6232
N -2.2450 -1.1238 1.8728
N -1.9957 -2.8322 -0.9667
O 0.4437 -0.4947 2.2277
O -2.1135 0.0472 2.2092
O -2.7786 -1.9921 -0.9502
O 1.0424 -2.1539 0.9733
O -3.2738 -1.7755 1.9258
O -1.8698 -3.8257 -1.5625
O -0.6767 1.7984 0.4438
O -0.2233 -1.2377 -1.3373
O -1.3308 -2.9090 0.5601
H 0.5741 1.6996 -1.1342
H 1.0071 0.4388 0.0947
H -1.7127 -0.0952 -0.8455
H -1.0257 1.4266 1.3525
H 0.8876 -2.9344 0.4579
```

**Gap between HOMO and LUMO (alpha / beta)**: 8.01 / 8.01 eV
**Maximum force**: 4.281 eV/Å
**M**: 227.1 g mol⁻¹
**Energy above the lowest of the compared OMol25 structures with the same formula, charge and spin**: 113.4 kcal/mol
**E_tot**: -958.291683 a.u.
**Highest occupied orbital energy (alpha / beta)**: -9.86 / -9.85 eV
**Total charge**: 0


Entry 4:
Entry from the OMol25 dataset: the ion C4H5N2 with charge +1 (ωB97M-V/def2-TZVPD).

Geometry as XYZ:
```
11
C4H5N2, DFT ωB97M-V/def2-TZVPD
C -1.8450 -0.0606 -0.0503
N -0.7626 0.7841 -0.4623
N 0.3567 0.5168 -0.2612
C 1.4783 0.0843 -0.1012
C 2.8343 0.0865 0.4271
C 2.6641 -0.2657 -0.8212
H -1.3342 -1.0884 -0.0319
H -2.1250 0.3113 0.9426
H -2.6466 0.1219 -0.5989
H 3.1246 0.2578 1.4282
H 2.9886 -0.5466 -1.7685
```

**Gap between HOMO and LUMO**: 9.52 eV
**Maximum force**: 6.062 eV/Å
**Structure (SMILES)**: CN=[N+]=c1cc1
**M**: 81.1 g mol⁻¹
**Energy above the lowest of the compared OMol25 structures with the same formula, charge and spin**: 95.0 kcal/mol
**E_tot**: -264.463933 a.u.
**Highest occupied orbital energy**: -14.44 eV
**Total charge**: +1


The highest maximum force belongs to which entry? C4H5N2